1.
Formula: C17H17ClN2O
Source: the OMol25 dataset
Level of theory: ωB97M-V with the def2-TZVPD basis set

Element x y z (Å)
1 O -0.450 -2.347 1.190
2 C 0.396 -1.572 0.793
3 N 0.870 -1.541 -0.504
4 C 0.424 -2.278 -1.598
5 C 1.134 -2.160 -2.794
6 C 0.737 -2.847 -3.923
7 C -0.382 -3.662 -3.864
8 Cl -0.885 -4.526 -5.277
9 C -1.098 -3.789 -2.686
10 C -0.699 -3.100 -1.557
11 N 1.016 -0.682 1.626
12 C 0.592 -0.582 3.009
13 C 0.137 0.871 3.185
14 C 0.858 1.658 2.068
15 C -0.109 2.397 1.181
16 C -1.083 1.705 0.468
17 C -1.962 2.380 -0.359
18 C -1.885 3.758 -0.480
19 C -0.922 4.455 0.227
20 C -0.039 3.777 1.050
21 C 1.631 0.577 1.270
22 H 1.698 -0.993 -0.679
23 H 2.007 -1.523 -2.839
24 H 1.291 -2.752 -4.843
25 H -1.968 -4.427 -2.649
26 H -1.247 -3.203 -0.635
27 H 1.449 -0.803 3.655
28 H -0.196 -1.310 3.198
29 H -0.942 0.949 3.058
30 H 0.391 1.250 4.173
31 H 1.564 2.374 2.494
32 H -1.158 0.631 0.557
33 H -2.710 1.829 -0.908
34 H -2.573 4.285 -1.124
35 H -0.856 5.529 0.139
36 H 0.713 4.328 1.599
37 H 1.574 0.782 0.201
38 H 2.684 0.563 1.575

Calculated values
Frontier orbital gap, eV: 8.778
Energy, eV: -35456.2055
Charge: 0
Structure (SMILES): O=C(Nc1ccc(Cl)cc1)N1CC[C@H](c2ccccc2)C1
Multiplicity: 1
Energy relative to the best compared isomer or geometry (same formula, charge and spin), kcal per mole: 1.23

=====

2.
Formula: C17H17ClN2O6S
Source: the OMol25 dataset
Level of theory: ωB97M-V with the def2-TZVPD basis set

Element x y z (Å)
1 C -5.014 -3.149 0.462
2 N -3.897 -2.234 0.530
3 C -2.669 -2.808 1.024
4 S -3.642 -1.322 -0.862
5 O -2.665 -1.939 -1.713
6 O -4.912 -0.989 -1.428
7 C -2.896 0.151 -0.153
8 C -1.633 0.523 -0.563
9 C -1.035 1.671 -0.043
10 N 0.239 1.999 -0.498
11 C 1.032 3.028 -0.108
12 O 0.749 3.878 0.705
13 C 2.384 3.036 -0.846
14 O 3.236 1.958 -0.478
15 C 3.068 0.776 -1.096
16 O 2.155 0.567 -1.874
17 C 4.075 -0.213 -0.744
18 C 5.093 0.025 0.103
19 C 6.086 -0.937 0.454
20 C 7.174 -0.820 1.297
21 C 7.824 -2.067 1.281
22 C 7.095 -2.856 0.436
23 O 6.054 -2.189 -0.064
24 C -1.734 2.433 0.894
25 C -3.000 2.055 1.299
26 C -3.588 0.911 0.776
27 Cl -5.154 0.427 1.263
28 H -4.760 -4.072 -0.071
29 H -5.817 -2.641 -0.067
30 H -5.338 -3.391 1.474
31 H -2.302 -3.609 0.372
32 H -1.919 -2.020 1.067
33 H -2.837 -3.201 2.026
34 H -1.131 -0.096 -1.292
35 H 0.631 1.362 -1.196
36 H 2.923 3.943 -0.565
37 H 2.204 3.015 -1.927
38 H 3.955 -1.175 -1.220
39 H 5.195 0.996 0.566
40 H 7.458 0.052 1.850
41 H 8.707 -2.345 1.819
42 H 7.222 -3.875 0.127
43 H -1.278 3.322 1.299
44 H -3.539 2.646 2.022

Calculated values
Frontier orbital gap, eV: 8.099
Energy, eV: -56526.8124
Charge: 0
Structure (SMILES): CN(C)S(=O)(=O)c1cc(NC(=O)COC(=O)/C=C/c2ccco2)ccc1Cl
Multiplicity: 1
Energy relative to the best compared isomer or geometry (same formula, charge and spin), kcal per mole: 11.51

=====

3.
Formula: C17H17CoF6N3O8S2
Source: the OMol25 dataset
Level of theory: ωB97M-V with the def2-TZVPD basis set

Element x y z (Å)
1 Co 0.784 -0.661 0.654
2 C 2.775 -0.745 2.154
3 C 1.950 0.090 2.912
4 C 1.764 1.424 2.537
5 C 2.360 1.909 1.383
6 C 3.114 1.055 0.582
7 C 3.343 -0.264 0.968
8 H 2.953 -1.765 2.472
9 H 1.485 -0.293 3.811
10 H 1.138 2.073 3.134
11 H 2.183 2.928 1.064
12 H 3.537 1.428 -0.342
13 H 3.968 -0.910 0.367
14 F 2.503 -5.642 -0.002
15 C 1.248 -5.223 0.087
16 F 0.485 -6.202 0.547
17 F 0.825 -4.851 -1.110
18 S 1.179 -3.792 1.271
19 O 1.423 -2.640 0.378
20 O 2.154 -4.062 2.275
21 N -0.260 -3.743 1.882
22 S -1.428 -3.026 1.067
23 O -1.931 -3.742 -0.062
24 O -1.128 -1.604 0.858
25 C -2.734 -3.024 2.359
26 F -3.838 -2.554 1.800
27 F -2.378 -2.248 3.371
28 F -2.940 -4.256 2.796
29 C -3.844 0.239 -1.661
30 O -2.577 0.673 -1.146
31 C -2.558 0.841 0.184
32 O -3.517 0.678 0.894
33 H -3.717 0.170 -2.736
34 H -4.623 0.956 -1.411
35 H -4.106 -0.733 -1.245
36 O 1.170 1.206 -4.103
37 C 0.186 2.247 -4.054
38 N 0.762 3.422 -3.501
39 C 0.784 3.809 -2.178
40 O 1.320 4.859 -1.866
41 C 0.119 2.952 -1.173
42 C -0.637 3.576 -0.091
43 C -1.234 2.827 0.831
44 C -1.218 1.313 0.710
45 N -0.068 0.837 -0.061
46 C 0.408 1.643 -1.056
47 H 0.790 0.451 -4.564
48 H -0.660 1.946 -3.435
49 H -0.164 2.469 -5.063
50 H 1.363 3.977 -4.091
51 H -0.654 4.657 -0.032
52 H -1.781 3.260 1.660
53 H -1.191 0.881 1.715
54 H 1.112 1.182 -1.742

Calculated values
Frontier orbital gap (alpha / beta), eV: 7.881 / 6.859
Energy, eV: -114356.3121
Charge: 0
Multiplicity: 4
Energy relative to the best compared isomer or geometry (same formula, charge and spin), kcal per mole: 15.70
Expectation value of S²: 3.764

=====

4.
Formula: C17H17CoINO3
Source: the OMol25 dataset
Level of theory: ωB97M-V with the def2-TZVPD basis set

Element x y z (Å)
1 Co -1.105 0.902 0.472
2 N -1.509 3.598 3.285
3 C -1.359 2.499 2.541
4 O -1.907 2.411 1.428
5 C -0.530 1.352 3.042
6 C -0.914 0.135 2.198
7 H -2.017 4.381 2.910
8 H -1.059 3.684 4.178
9 H -0.688 1.220 4.117
10 H 0.518 1.628 2.895
11 H -1.846 -0.294 2.563
12 H -0.141 -0.634 2.189
13 C -2.795 0.076 0.117
14 C -2.606 -1.076 -0.800
15 C -2.478 -0.888 -2.177
16 C -2.217 -1.952 -3.027
17 C -2.081 -3.236 -2.518
18 C -2.212 -3.441 -1.150
19 C -2.471 -2.375 -0.305
20 H -3.358 -0.194 1.009
21 H -3.314 0.908 -0.383
22 H -2.586 0.111 -2.585
23 H -2.122 -1.779 -4.091
24 H -1.879 -4.068 -3.179
25 H -2.112 -4.439 -0.742
26 H -2.565 -2.543 0.762
27 I 7.110 -0.427 -1.908
28 C 5.127 -0.045 -1.380
29 C 4.759 1.238 -0.999
30 C 3.443 1.486 -0.645
31 C 2.507 0.460 -0.677
32 C 2.886 -0.820 -1.064
33 C 4.201 -1.079 -1.416
34 C 1.097 0.724 -0.291
35 O 0.729 1.848 0.175
36 O 0.233 -0.201 -0.416
37 H 5.491 2.033 -0.980
38 H 3.128 2.475 -0.342
39 H 2.141 -1.603 -1.090
40 H 4.502 -2.073 -1.716

Calculated values
Frontier orbital gap, eV: 8.186
Energy, eV: -71265.2155
Charge: 0
Multiplicity: 1
Energy relative to the best compared isomer or geometry (same formula, charge and spin), kcal per mole: 3.72

=====

5.
Formula: C17H17F3N4O
Source: the OMol25 dataset
Level of theory: ωB97M-V with the def2-TZVPD basis set

Element x y z (Å)
1 O -1.278 -1.959 0.695
2 C -0.730 -0.929 0.382
3 N -1.351 0.288 0.313
4 C -2.676 0.612 0.595
5 C -3.061 1.948 0.459
6 C -4.357 2.334 0.727
7 C -5.288 1.385 1.132
8 C -6.686 1.826 1.448
9 F -6.775 2.391 2.671
10 F -7.574 0.822 1.438
11 F -7.144 2.749 0.585
12 C -4.913 0.056 1.273
13 C -3.615 -0.332 1.004
14 C 0.759 -0.839 0.067
15 C 1.296 -2.193 -0.421
16 C 2.784 -2.328 -0.061
17 N 3.416 -1.031 -0.077
18 C 3.912 -0.461 -1.205
19 C 4.160 -1.169 -2.404
20 N 4.712 -0.597 -3.447
21 C 5.035 0.692 -3.360
22 C 4.774 1.405 -2.205
23 N 4.221 0.843 -1.142
24 C 2.988 -0.189 1.023
25 C 1.503 -0.426 1.346
26 H -0.781 1.074 0.029
27 H -2.338 2.685 0.142
28 H -4.652 3.367 0.618
29 H -5.639 -0.677 1.589
30 H -3.324 -1.363 1.110
31 H 0.929 -0.073 -0.698
32 H 0.720 -2.991 0.050
33 H 1.159 -2.267 -1.500
34 H 3.289 -3.014 -0.738
35 H 2.894 -2.724 0.953
36 H 3.905 -2.211 -2.529
37 H 5.493 1.135 -4.231
38 H 5.004 2.458 -2.111
39 H 3.164 0.845 0.723
40 H 3.602 -0.405 1.904
41 H 1.387 -1.221 2.085
42 H 1.074 0.484 1.769

Calculated values
Frontier orbital gap, eV: 8.687
Energy, eV: -34066.5394
Charge: 0
Structure (SMILES): O=C(Nc1ccc(C(F)(F)F)cc1)C1CCN(c2cnccn2)CC1
Multiplicity: 1
Energy relative to the best compared isomer or geometry (same formula, charge and spin), kcal per mole: 0.00